i | This record from the OMol25 dataset describes a cluster of 2 separate species, CH4NO2 in total. The level of theory is ωB97M-V/def2-TZVPD.

**Charge**: -1
**E_HOMO**: -1.39 eV
**Gap between HOMO and LUMO**: 6.093 eV

Geometry (Å):
O -0.009 -2.710 -0.600
H -0.375 -1.853 -0.327
C -0.563 0.956 0.265
N 0.206 2.101 -0.282
O 0.067 0.092 0.844
H 0.928 -2.603 -0.408
H -0.031 2.331 -1.229
H 0.532 2.846 0.320

The molecule's Löwdin atomic charges, reported in e, are given here: -0.108, -0.003, -0.598, -0.099, -0.200, 0.018, -0.012, 0.001

ii | This record from the OMol25 dataset describes a cluster of 2 separate species, CH4NO2 in total. The level of theory is ωB97M-V/def2-TZVPD.

**Charge**: -1
**E_HOMO**: -1.38 eV
**Gap between HOMO and LUMO**: 6.338 eV

Geometry (Å):
O -1.175 1.366 0.734
H -1.467 0.500 1.051
C 0.635 -0.667 0.085
N 1.110 0.368 -0.905
O -0.311 -1.412 0.106
H -0.358 0.995 0.328
H 2.073 0.061 -0.942
H 0.817 0.282 -1.909

The molecule's Löwdin atomic charges, reported in e, are given here: -0.143, 0.004, -0.601, -0.098, -0.138, -0.045, -0.004, 0.024

Which of them is the most stable? Correct choice: i.

i | This record from the OMol25 dataset describes a cluster of 2 separate species, C2H9NO2 in total. The level of theory is ωB97M-V/def2-TZVPD.

**E_HOMO**: -9.41 eV
**Gap between HOMO and LUMO**: 10.137 eV

Geometry (Å):
N -1.553 0.492 0.610
C -0.283 0.129 1.285
C 0.157 -1.303 1.073
O -0.640 -2.196 1.861
H -2.194 -0.286 0.726
H -1.389 0.560 -0.388
H -0.480 0.285 2.343
H 0.463 0.856 0.969
H 1.213 -1.454 1.278
H -0.081 -1.622 0.055
H -0.696 -1.825 2.752
O 1.475 2.249 -4.017
H 1.740 2.228 -4.945
H 2.269 1.889 -3.602

The molecule's Löwdin atomic charges, reported in e, are given here: -0.010, -0.268, -0.265, -0.087, 0.059, 0.059, 0.101, 0.109, 0.106, 0.116, 0.079, -0.065, 0.033, 0.032

ii | This record from the OMol25 dataset describes a cluster of 2 separate species, C2H9NO2 in total. The level of theory is ωB97M-V/def2-TZVPD.

**E_HOMO**: -9.14 eV
**Gap between HOMO and LUMO**: 9.909 eV

Geometry (Å):
C 0.000 0.000 0.000
O 1.122 -0.331 0.854
C 2.303 -0.423 0.169
N 2.916 -1.665 0.540
H -0.401 -0.961 -0.365
H 0.338 0.593 -0.867
H -0.811 0.549 0.508
H 2.105 -0.382 -0.919
H 2.881 0.482 0.440
H 3.125 -1.723 1.543
H 3.824 -1.622 0.064
O 3.377 -2.963 -3.515
H 4.261 -2.537 -3.447
H 3.379 -3.403 -4.395

The molecule's Löwdin atomic charges, reported in e, are given here: -0.083, -0.183, -0.403, 0.026, 0.091, 0.079, 0.085, 0.116, 0.121, 0.080, 0.073, -0.092, 0.043, 0.046

iii | This record from the OMol25 dataset describes a cluster of 3 separate species, C2H9NO2 in total. The level of theory is ωB97M-V/def2-TZVPD.

**E_HOMO**: -9.03 eV
**Gap between HOMO and LUMO**: 9.491 eV

Geometry (Å):
C 0.158 1.526 -0.799
N 0.927 0.895 -1.564
C 0.549 -0.352 -2.292
H -0.956 1.556 -0.757
H 0.606 1.788 0.170
H -0.393 -0.179 -2.816
H 0.507 -1.121 -1.522
H 1.415 -0.538 -2.901
O -1.644 -5.384 0.080
H -1.805 -4.428 0.193
H -2.557 -5.632 0.262
O 0.563 3.920 3.641
H -0.059 3.701 4.315
H 0.683 3.204 3.016

The molecule's Löwdin atomic charges, reported in e, are given here: -0.119, -0.099, -0.110, 0.070, 0.057, 0.072, 0.075, 0.057, -0.069, 0.039, 0.030, -0.043, 0.016, 0.024

Which of them is the most stable? Correct choice: i.